Entry from the OMol25 dataset: C12H12Cl2MoO8 as an isolated structure (wB97M-V/def2-TZVPD).

CARTESIAN COORDINATES (ANGSTROEM)
Mo -0.988 -0.543 -1.399
O 0.599 -4.308 -2.069
C 0.093 -3.220 -1.623
O -0.079 -2.204 -2.325
C -0.253 -3.206 -0.152
O -1.201 -2.166 0.119
C -2.592 -2.584 0.226
C -3.295 -2.327 -1.104
O -4.262 -2.883 -1.485
O -2.660 -1.321 -1.774
H 0.861 -4.252 -3.009
H 0.663 -2.960 0.391
H -0.605 -4.177 0.193
H -3.046 -1.962 0.998
H -2.659 -3.629 0.517
O 1.854 4.195 0.673
C 2.068 3.119 1.430
C 2.800 3.161 2.616
C 2.981 2.014 3.355
C 2.437 0.788 2.948
C 1.711 0.730 1.790
C 1.514 1.886 1.010
C 0.782 1.886 -0.212
O 0.478 2.629 -1.059
O 0.216 0.400 -0.530
H 2.277 4.978 1.050
H 3.222 4.102 2.947
H 3.552 2.065 4.272
H 2.592 -0.098 3.546
H 1.280 -0.204 1.462
Cl -2.634 1.623 -1.031
C -2.128 2.189 -2.630
Cl -1.064 0.899 -3.337
H -1.520 3.080 -2.528
H -2.991 2.302 -3.278

The spin multiplicity is 1. For the LUMO energy, the calculation gives -8.06 eV. The calculation puts the frontier orbital gap at 6.74 eV. As for the total charge: +2.